An isolated ion of composition C5H12NOS and charge +1. Source: the Open Molecules 2025 dataset; level of theory: ωB97M-V/def2-TZVPD.

Each atom is followed by the atoms it is bonded to, with distances in Å.
Atoms and positions in Å:
1 C 0.038 1.466 0.406  C2 1.605, C3 1.496, H9 1.075, H10 1.055
2 C 1.404 1.752 -0.387  C1 1.605, S8 1.820, H11 1.125, H12 0.999
3 C -0.220 0.003 0.586  C1 1.496, N6 1.465, H13 1.060
4 C 1.911 -0.836 -0.402  O7 1.335, S8 1.669, H14 1.011
5 C -2.601 -0.773 0.108  N6 1.546, H15 1.073, H16 1.133, H17 1.018
6 N -1.125 -0.680 -0.341  C3 1.465, C5 1.546, H18 1.029, H19 1.037
7 O 2.202 -2.049 0.073  C4 1.335, H20 0.907
8 S 2.707 0.560 0.052  C2 1.820, C4 1.669
9 H 0.263 1.775 1.411  C1 1.075
10 H -0.722 2.133 0.106  C1 1.055
11 H 1.059 1.435 -1.409  C2 1.125
12 H 1.879 2.631 -0.409  C2 0.999
13 H -0.332 -0.472 1.527  C3 1.060
14 H 1.459 -0.820 -1.305  C4 1.011
15 H -2.916 0.223 0.357  C5 1.073
16 H -3.272 -1.270 -0.657  C5 1.133
17 H -2.573 -1.334 0.957  C5 1.018
18 H -0.986 -0.156 -1.216  N6 1.029
19 H -0.830 -1.673 -0.302  N6 1.037
20 H 2.655 -1.914 0.847  O7 0.907

## Properties
Energy above the lowest of the compared OMol25 structures with the same formula, charge and spin in kcal per mole: 69.3
Multiplicity: 1
Electronic energy in eV: -19742.080
Largest force on an atom in eV Å⁻¹: 6.42
HOMO energy (alpha / beta) in eV: -11.677 / -11.675
E_LUMO (alpha / beta) in eV: -3.580 / -3.580
Total charge: +1